Record 1
The following is a quantum chemistry calculation of the ion C5H13FNO with charge +1 at a distorted geometry, from OMol25.

Multiplicity: 1
HOMO-LUMO gap in eV: 10.62
SMILES: CC(C)(F)[C@H](O)C[NH3+]
E_HOMO in eV: -13.9
Lowest unoccupied orbital energy in eV: -3.29
Relative energy (zero: lowest compared OMol25 entry of this formula, charge and spin) in kcal/mol: 6.4
Total charge: +1

Structure (XYZ):
```
21
Properties=species:S:1:pos:R:3:forces:R:3
H -0.80125 -2.30237 -0.13536 -0.171 -0.073 -0.003
H -2.17698 0.53452 1.34370 0.173 0.523 -1.165
H -2.81900 1.39581 -0.93670 0.393 0.283 0.037
H 2.24980 -0.58390 -1.61461 -0.424 -0.958 0.206
H -0.47689 -0.91761 1.63095 0.500 0.993 -1.446
C 1.03831 0.08138 -0.08376 -2.965 -3.667 1.440
N -2.08341 0.69700 -0.81854 -0.323 -0.260 -1.255
C -1.42637 0.70657 0.52253 -1.297 -0.008 2.766
H -0.86512 1.64730 0.80742 -0.872 -0.884 -1.059
H 2.66821 0.21532 1.29367 1.007 -0.940 0.427
O -1.25639 -1.45397 -0.19120 0.714 -0.614 -0.294
C 1.77631 0.69970 1.02391 -1.169 1.183 0.821
H -1.27901 0.85537 -1.44765 -0.554 0.328 -0.295
H -2.51691 -0.23219 -1.16075 1.086 1.348 1.410
H 0.75368 -1.58730 -1.24014 0.606 -0.508 -0.642
C -0.55081 -0.50012 0.56152 2.577 0.142 0.555
F 0.68267 1.06135 -0.99242 -0.411 0.359 -0.727
C 1.63329 -1.09629 -0.83369 -0.627 2.866 -1.466
H 2.06445 1.64589 0.60721 0.282 0.847 0.364
H 2.25983 -1.70688 -0.26481 0.721 -1.040 1.046
H 1.12558 0.84041 1.92872 0.753 0.079 -0.721
```
Forces are in eV/Å.

Record 2
The following is a quantum chemistry calculation of a structure of composition C5H13GaNO3 at a distorted geometry, from OMol25.

Multiplicity: 1
HOMO-LUMO gap in eV: 7.99
E_HOMO in eV: -4.4
Lowest unoccupied orbital energy in eV: 3.58
Total charge: -1

Structure (XYZ):
```
23
Properties=species:S:1:pos:R:3:forces:R:3
H -2.38000 0.09684 -1.60107 0.043 0.068 0.307
O 2.43758 1.00218 -0.44485 -0.384 1.108 -0.139
N -1.75881 2.30915 0.09022 0.315 -0.141 -0.357
C 2.83609 -0.25171 -0.29369 -1.039 0.553 1.535
H -1.01325 -1.42624 1.26770 0.157 -0.067 0.399
O -3.07583 -0.30961 -1.07415 -0.405 0.156 -0.550
C -1.09277 -1.00922 0.27022 -0.595 0.531 0.021
H 1.91681 -0.35630 1.64011 -0.290 0.272 0.355
C -2.52950 -1.26361 -0.19136 0.838 -0.250 -0.080
O 3.49795 -0.78195 -1.10427 1.988 -1.597 -2.417
H 1.07415 2.08269 -1.55102 0.225 0.347 -0.259
Ga -0.40899 0.94090 0.36962 0.265 -0.176 0.029
H 0.30312 1.16549 1.80932 0.001 -0.009 0.081
C 2.48334 -0.97085 0.96887 -0.137 0.354 0.214
H 3.40719 -1.28266 1.42288 0.425 -0.185 0.280
H -0.41739 -1.60043 -0.33681 0.322 -0.090 -0.329
H -1.25661 3.18539 -0.02201 -0.094 0.093 0.101
C 1.09947 1.12185 -1.06523 -0.723 -0.216 1.176
H 1.01671 0.33841 -1.80708 0.092 -0.138 -0.485
H 1.92200 -1.85233 0.72460 -0.316 -0.479 -0.150
H -2.55816 -2.24906 -0.66338 -0.257 -0.263 -0.138
H -3.19832 -1.29767 0.65435 -0.305 0.055 0.387
H -2.30479 2.40871 0.93703 -0.126 0.074 0.019
```
Forces are in eV/Å.

Record 3
The following is a quantum chemistry calculation of a cluster of 2 separate species, C5H13N in total at a distorted geometry, from OMol25.

Multiplicity: 2
HOMO-LUMO gap (spin up / spin down) in eV: 2.51 / 8.60
E_HOMO (spin up / spin down) in eV: 1.5 / -4.7
Lowest unoccupied orbital energy (spin up / spin down) in eV: 3.97 / 3.86
Relative energy (zero: lowest compared OMol25 entry of this formula, charge and spin) in kcal/mol: 39.3
Total charge: -1

Structure (XYZ):
```
19
Properties=species:S:1:pos:R:3:forces:R:3
H -3.45487 1.99998 -0.42453 -0.125 -0.215 -0.188
H -0.31091 -0.08929 -1.31331 -0.045 0.101 0.055
H -3.04304 0.58277 -2.38549 -0.152 0.142 -0.008
C -2.47534 1.58428 -0.64199 -0.431 -0.107 0.411
C -0.86199 0.38238 -2.13479 -0.142 0.025 1.135
H 1.04327 0.82067 2.28312 0.639 0.338 0.240
H 2.70612 -1.98687 0.72684 0.151 -0.036 0.182
H 1.29283 -2.93184 1.26506 0.003 0.089 -0.573
C -2.23578 0.82446 -1.70301 -0.002 0.031 -0.046
H 1.26197 1.11620 0.53479 -0.325 0.124 0.299
H 2.12430 -2.09410 2.45230 0.388 0.612 -0.333
H -0.36082 1.33064 -2.33661 0.492 -0.391 -0.632
H -1.75420 1.80226 0.13506 0.384 0.015 -0.289
H -0.86982 -0.35901 -2.92903 0.028 0.346 -0.398
H 0.02262 -1.01591 1.35422 -0.240 0.058 0.350
C 1.83625 -1.98193 1.38203 -0.716 -1.112 0.894
H 2.59546 0.45839 1.29774 0.195 -0.263 0.736
C 1.51425 0.44302 1.37330 -1.240 -0.195 -1.143
N 0.96971 -0.88611 1.06431 1.139 0.438 -0.691
```
Forces are in eV/Å.

Record 4
The following is a quantum chemistry calculation of an isolated molecule of C5H13N at a distorted geometry, from OMol25.

Multiplicity: 1
HOMO-LUMO gap in eV: 9.31
SMILES: CCCN(C)C
E_HOMO in eV: -8.2
Lowest unoccupied orbital energy in eV: 1.14
Relative energy (zero: lowest compared OMol25 entry of this formula, charge and spin) in kcal/mol: 21.8
Total charge: 0

Structure (XYZ):
```
19
Properties=species:S:1:pos:R:3:forces:R:3
H 0.36006 -1.53861 1.05392 0.155 -0.452 0.943
H 2.14690 -0.06454 0.73292 -0.134 0.300 0.039
C 1.72602 0.60456 -1.28056 -0.415 -0.586 0.457
H -1.77032 1.46624 -0.83820 -0.115 0.076 0.237
H -0.76158 -0.38979 2.41673 -0.208 0.001 -0.048
H -1.46770 1.14723 2.07297 -0.335 0.255 -0.086
C 1.68252 -0.44979 -0.17838 0.173 -0.220 0.266
N -0.67252 0.12884 0.42556 0.123 0.467 -0.836
H -2.46664 -0.18248 -0.65367 -0.192 0.235 0.162
H -2.35638 -0.34517 1.62696 -0.105 0.022 0.031
H 1.23507 0.21795 -2.17016 0.134 -0.013 -0.297
C -1.37342 0.13995 1.67692 0.618 -0.409 0.570
H 2.27980 -1.34044 -0.38334 0.082 -0.017 -0.455
C -1.53912 0.40979 -0.70775 0.079 -0.566 -0.253
C 0.28555 -0.93917 0.17670 -0.502 0.342 -0.006
H -1.08432 0.07059 -1.63940 0.257 0.182 0.083
H 1.12473 1.44680 -0.93570 0.288 0.217 -0.128
H 2.75032 0.88310 -1.50729 -0.012 0.230 -0.081
H -0.12777 -1.63682 -0.54905 0.109 -0.061 -0.598
```
Forces are in eV/Å.

Record 5
The following is a quantum chemistry calculation of an isolated molecule of C5H13N at a distorted geometry, from OMol25.

Multiplicity: 1
HOMO-LUMO gap in eV: 9.51
SMILES: CCCN(C)C
E_HOMO in eV: -8.4
Lowest unoccupied orbital energy in eV: 1.15
Relative energy (zero: lowest compared OMol25 entry of this formula, charge and spin) in kcal/mol: 25.2
Total charge: 0

Structure (XYZ):
```
19
Properties=species:S:1:pos:R:3:forces:R:3
H -0.16082 -1.05242 -0.75027 -0.330 -0.200 -0.001
C 1.83109 -1.95840 0.61867 -1.086 -0.020 -0.880
H 1.37095 0.06565 1.56972 0.382 -0.383 0.249
C -1.54164 1.48072 0.64797 -0.412 -0.649 -0.939
H 1.11454 -2.58875 1.14322 0.377 -0.196 0.623
H 1.62888 -2.26188 -0.41933 0.417 -0.101 0.013
N -0.47248 0.93456 -0.18565 -0.562 -0.130 -0.067
C 1.33974 -0.51113 0.64394 -0.073 0.363 -0.530
H -0.00809 0.68013 -2.23053 -0.061 0.256 0.247
H -0.78121 -0.84973 0.91194 -0.140 -0.151 -0.111
H -1.45308 2.56097 0.70573 0.082 0.083 0.521
H -2.53060 1.27691 0.19409 0.055 0.040 -0.024
H 1.89851 0.06492 -0.09933 0.163 0.069 0.181
C -0.79979 1.09913 -1.59256 0.373 -0.199 -0.171
C -0.11620 -0.43750 0.15005 0.764 0.018 -0.043
H 2.87371 -2.20472 0.81822 -0.181 0.312 0.393
H -0.88242 2.16074 -1.78898 -0.051 0.240 -0.261
H -1.57262 0.93071 1.58194 0.267 0.599 0.471
H -1.73847 0.61008 -1.91885 0.018 0.051 0.328
```
Forces are in eV/Å.

Record 6
The following is a quantum chemistry calculation of a cluster of 2 separate species, C5H13N in total at a distorted geometry, from OMol25.

Multiplicity: 1
HOMO-LUMO gap in eV: 10.33
SMILES: C=CC.CCN
E_HOMO in eV: -9.3
Lowest unoccupied orbital energy in eV: 1.05
Relative energy (zero: lowest compared OMol25 entry of this formula, charge and spin) in kcal/mol: 58.3
Total charge: 0

Structure (XYZ):
```
19
Properties=species:S:1:pos:R:3:forces:R:3
H -2.43235 -1.81732 -1.73964 0.799 -0.673 -0.252
H -2.01705 -2.91918 0.68129 0.184 -0.151 0.281
H -1.07951 -0.34640 -0.41407 -0.691 1.685 -0.344
H -0.29179 2.08925 1.79271 -1.156 0.783 0.081
H 1.29507 1.56945 2.21819 2.510 -2.030 3.225
H 0.47231 2.66163 -0.35374 0.563 -0.622 0.202
H -0.98136 -1.86746 1.79255 -0.638 -0.259 -1.711
C 2.38892 1.66982 -0.39231 2.684 2.460 0.874
C -1.64104 -1.90686 0.84493 0.334 0.020 0.908
H -2.50627 -1.30455 1.14932 -0.017 -0.034 -0.382
N -1.40321 -1.88621 -1.71138 0.282 -2.375 -0.630
C 0.70042 1.90954 1.50467 -0.450 0.780 -1.923
H -1.02956 -2.88714 -1.69351 -1.539 1.528 -0.736
C 1.19691 2.12287 0.30938 -3.020 0.748 -1.940
C -0.97277 -1.39227 -0.47551 -1.317 1.283 3.172
H 2.29422 0.96202 -1.16125 -0.548 -1.744 -0.371
H 2.76175 2.49009 -1.01696 -0.150 0.440 0.072
H 3.26019 1.55373 0.27851 -0.456 -0.846 -0.224
H 0.04210 -1.39927 -0.30075 2.625 -0.993 -0.302
```
Forces are in eV/Å.